Record 1
49
Properties=species:S:1:pos:R:3 method="wB97M-V/def2-TZVPD" gap_ha=0.2636 e_above_lowest_kj_mol=34.1 energy_ha=-2506.59996 homo_energy_ev=-5.31 total_charge=-1
O 34.47 10.37 -12.48
V 34.34 11.93 -12.54
O 32.80 12.37 -12.51
C 36.67 13.19 -12.54
O 35.51 13.74 -12.77
O 36.67 11.90 -12.48
O 37.70 13.87 -12.24
C 36.38 15.10 -15.74
C 35.98 15.15 -17.08
C 36.68 15.94 -17.97
C 37.69 16.79 -17.52
C 38.00 16.84 -16.17
C 37.36 15.97 -15.29
O 37.71 15.98 -13.97
O 36.37 15.86 -19.32
H 35.87 14.48 -15.01
H 35.16 14.54 -17.43
H 38.13 17.45 -18.25
H 38.69 17.59 -15.82
H 37.68 15.04 -13.66
H 36.71 16.66 -19.74
C 41.79 16.75 -13.21
C 40.81 15.99 -12.57
C 41.13 14.86 -11.83
C 42.46 14.48 -11.73
C 43.46 15.21 -12.37
C 43.11 16.34 -13.09
O 44.08 17.21 -13.60
O 40.19 14.19 -11.12
H 41.62 17.71 -13.68
H 39.78 16.34 -12.56
H 42.75 13.70 -11.04
H 44.49 14.88 -12.28
H 44.89 16.69 -13.67
H 39.33 14.26 -11.58
C 34.25 10.43 -16.67
C 33.41 9.88 -17.62
C 32.04 10.16 -17.60
C 31.53 10.97 -16.61
C 32.37 11.56 -15.68
C 33.72 11.34 -15.75
O 34.54 11.86 -14.75
O 31.27 9.53 -18.53
H 35.29 10.15 -16.58
H 33.79 9.10 -18.27
H 30.44 11.05 -16.57
H 32.00 12.23 -14.91
H 35.45 11.83 -15.06
H 30.38 9.32 -18.25

---

Record 2
48
Properties=species:S:1:pos:R:3 method="wB97M-V/def2-TZVPD" gap_ha="0.2376 / 0.2376" e_above_lowest_kj_mol=0.0 energy_ha=-1466.14022 homo_energy_ev="-7.81 / -7.81" total_charge=0
Au 0.30 0.12 -0.46
C 3.28 0.64 -3.43
O 3.54 2.04 -3.23
C 2.92 2.77 -2.29
C 3.13 4.15 -2.41
C 2.56 5.06 -1.53
C 1.75 4.59 -0.51
C 1.53 3.24 -0.35
C 0.61 2.83 0.69
N 0.03 1.70 0.76
N -0.90 1.47 1.76
C -1.67 0.45 1.44
O -1.52 -0.30 0.38
C -2.80 0.11 2.34
C -3.57 -1.01 2.06
C -4.63 -1.35 2.90
C -4.92 -0.57 4.01
C -4.15 0.55 4.29
C -3.09 0.89 3.46
C 2.17 2.27 -1.19
O 2.18 0.99 -0.94
H 3.73 0.42 -4.39
H 2.22 0.43 -3.45
H 3.75 0.06 -2.64
H 3.75 4.47 -3.24
H 2.73 6.12 -1.64
H 1.28 5.30 0.16
H 0.34 3.57 1.43
H -3.34 -1.61 1.19
H -5.23 -2.22 2.67
H -5.74 -0.84 4.66
H -4.37 1.16 5.15
H -2.48 1.77 3.67
C 0.02 -4.51 0.15
C 0.40 -3.08 -0.13
N 0.56 -2.22 0.81
O 0.31 -2.72 2.08
C 0.58 -2.64 -1.52
C 0.81 -3.63 -2.61
N 0.53 -1.37 -1.80
O 0.65 -0.88 -2.97
H -0.57 -4.57 1.06
H 0.92 -5.11 0.31
H -0.53 -4.94 -0.68
H 0.35 -1.94 2.64
H 1.50 -4.41 -2.28
H 1.21 -3.12 -3.48
H -0.13 -4.11 -2.91

---

Record 3
48
Properties=species:S:1:pos:R:3 method="wB97M-V/def2-TZVPD" gap_ha="0.2387 / 0.2386" e_above_lowest_kj_mol=102.5 energy_ha=-1898.05669 homo_energy_ev="-8.94 / -8.94" total_charge=0
Pd -1.57 -0.82 -0.44
C -4.85 2.14 -1.23
C -3.40 1.97 -0.89
O -3.05 1.09 -0.13
C -2.43 2.92 -1.51
C -1.10 2.88 -1.41
C -0.21 3.96 -1.95
N -0.48 1.73 -0.81
N 0.71 1.91 -0.55
C 1.33 0.65 -0.10
O 0.74 -0.40 -0.04
C 2.77 0.77 0.21
C 3.48 -0.40 0.49
C 4.83 -0.32 0.78
C 5.47 0.92 0.79
C 4.76 2.08 0.52
C 3.41 2.01 0.22
H -5.11 1.35 -1.94
H -5.07 3.11 -1.67
H -5.45 1.98 -0.33
H -2.85 3.74 -2.07
H -0.80 4.69 -2.50
H 0.56 3.54 -2.59
H 0.30 4.46 -1.13
H 2.96 -1.35 0.48
H 5.39 -1.22 0.99
H 6.52 0.97 1.03
H 5.26 3.04 0.53
H 2.85 2.91 0.00
F 0.89 -6.37 -0.17
C 0.33 -5.15 -0.24
C -0.69 -4.83 0.63
C -1.27 -3.57 0.55
C -0.80 -2.68 -0.40
C 0.23 -2.99 -1.27
C 0.80 -4.26 -1.18
H -1.02 -5.54 1.36
H -2.06 -3.30 1.23
H 0.61 -2.29 -1.98
H 1.60 -4.55 -1.85
B -1.29 -0.28 4.23
C -1.43 -0.57 2.69
N -1.53 -0.80 1.56
H -1.44 -1.34 4.80
H -2.18 0.49 4.53
H -0.20 0.23 4.40
I -1.59 -0.65 -3.04
I -3.93 -1.88 -0.61